Here is a molecular structure, C45H62BN8O4Se3W at a distorted geometry from the Open Molecules 2025 dataset. Energies are from wB97M-V/def2-TZVPD.

Atoms and positions in Å:
C  1.96563  -2.47258  -0.23304
H  0.63324  -7.17554  0.58193
H  3.31834  1.69492  0.62793
H  1.02724  3.12229  -2.90060
H  -2.50393  1.76117  -0.65945
W  0.33680  0.02062  -0.23066
H  2.49651  0.97370  -5.69224
Se  2.27948  1.55233  -1.50008
H  0.82671  -4.53190  -2.67410
H  -4.61383  0.62506  -7.68272
B  -0.40077  0.59146  3.14711
H  1.99635  -1.42814  2.51757
C  -1.40333  1.29559  5.51704
H  4.01340  -0.92242  0.96093
H  0.53124  -0.56492  7.35047
C  -1.93020  -0.17792  -2.54416
C  1.85837  -5.16935  -0.87821
N  -0.64934  -0.87027  2.68533
H  3.34754  -1.34764  -2.17767
H  -1.10751  5.13920  -2.10734
Se  -1.69224  -1.25413  -0.98663
C  -2.33764  1.55395  -4.58512
C  -2.28927  1.84663  0.38595
H  -2.75866  -2.09517  -5.89708
C  -1.04582  3.47152  -3.47620
C  -2.93562  0.29607  -4.66094
H  -2.06872  -0.90400  -7.01574
H  0.62509  -8.08624  -2.28248
C  -0.54120  -2.60754  1.39317
H  -1.46376  4.02922  -5.55843
H  4.32616  -1.27782  -5.26568
H  -0.26264  -6.62331  -1.85489
H  4.90155  -3.64794  3.21697
N  1.44184  1.11720  1.44458
N  1.04862  0.97614  2.74318
H  -3.82134  3.23051  1.18977
H  0.18603  0.68945  -4.95544
O  1.78943  -1.13014  0.04270
C  1.81917  -6.67071  -1.18153
H  -1.45308  -1.77371  4.40021
H  3.98702  -6.90777  -1.06789
N  -1.30884  1.46367  2.27156
C  4.46979  -0.41522  -4.60697
H  -5.75203  -0.91258  -6.25772
H  1.90627  1.26000  4.62887
C  -4.00196  0.98776  -6.85577
C  2.11997  0.19131  -5.02593
H  3.16719  -8.14159  -2.03405
H  -5.65089  0.05488  -4.78302
C  2.73291  1.50292  1.50466
H  -1.44843  5.35828  -4.40807
H  1.49480  -8.53505  -0.14605
H  5.13944  -2.23285  0.55272
H  3.17663  -1.90869  3.72997
H  -0.84655  3.60171  -1.29562
C  3.13232  -0.08890  -3.93010
C  3.15133  1.65272  2.80647
H  4.33948  1.14199  -2.62001
C  3.17437  -7.07946  -1.77862
C  0.70909  -7.00360  -2.18288
C  4.49504  -1.82605  1.33732
H  4.87953  -4.54846  1.70213
C  -2.30960  2.32016  2.51622
H  1.87210  -3.01454  3.28434
C  -1.38548  4.08339  -2.10989
H  3.22187  2.07800  -3.63141
H  1.94993  -0.71223  -5.62075
H  -1.54360  1.21104  7.70290
O  -0.44852  1.23934  -1.45986
H  0.91755  -6.60889  -3.18087
N  -0.26547  -1.29483  1.46738
H  4.11700  1.97878  3.15568
Se  0.87882  -1.44209  -2.54602
C  -3.76462  -0.15323  -5.86684
C  2.04649  1.30514  3.56114
C  -1.13969  -1.90266  3.37742
H  -2.17270  1.97913  5.21291
H  -2.50414  2.69798  3.50139
H  2.88388  -2.21381  -3.64039
H  2.37725  -7.37169  0.82517
C  2.56982  -2.26883  2.89477
C  4.24936  -4.03561  2.43274
H  0.74450  4.65014  -3.72030
C  -1.29510  1.06138  -2.53314
C  -0.01925  -0.01424  6.60079
C  0.46416  3.59440  -3.70727
C  -2.74745  -0.56967  -3.58527
C  2.52896  -4.68833  0.25056
H  -5.03130  -1.60382  -4.81174
N  -0.57396  0.65291  4.64366
H  -3.06859  1.36242  -7.28507
C  2.74871  -1.28598  -3.08269
C  1.37290  -2.89540  -1.40329
C  -1.08115  0.89589  6.78194
H  3.01290  -5.40928  0.89328
C  3.33959  1.15418  -3.06308
C  -3.00108  -1.27784  -6.58150
H  -3.60516  -1.68973  -7.39278
H  5.13153  -1.53534  2.17601
C  3.47418  -2.87187  1.81262
C  2.64141  -3.34025  0.60909
H  -2.53081  2.24899  -5.38814
H  -4.53400  1.82516  -6.39564
C  -1.74592  4.31746  -4.54282
N  -1.27404  1.18638  0.94569
H  -0.32127  -3.17579  0.50557
H  0.76797  3.14661  -4.65445
O  0.93831  0.61396  -4.35682
H  3.39208  -6.51337  -2.68830
C  -5.12629  -0.68385  -5.39375
C  1.30573  -4.22952  -1.75125
C  -2.96794  2.58961  1.33546
N  0.28748  -0.16744  5.32668
H  4.78986  0.43192  -5.22250
C  -1.09947  -3.03672  2.58348
H  -2.83390  4.27045  -4.45769
H  6.27596  -0.84915  -3.96479
H  -3.21252  -1.54898  -3.57037
O  5.40453  -0.70549  -3.58140
H  3.58706  -4.77001  2.89804
H  -2.45802  4.02078  -1.90649
C  1.56844  -7.47433  0.09995
C  -1.52911  2.00329  -3.52762
H  -1.41329  -4.03484  2.84304

Calculated values
expectation value of S²	0.755
2S+1	2
energy relative to the best compared isomer or geometry (same formula, charge and spin)	1.056	eV
charge	+2

***

Here is 10 unconnected molecules or ions with the total composition C19H48BN9O22P at a distorted geometry from the Open Molecules 2025 dataset. Energies are from wB97M-V/def2-TZVPD.

Atoms and positions in Å:
N  -6.30347  3.58330  -5.97625
H  2.44068  2.99693  -2.49428
O  3.89769  -1.76152  7.25234
N  -2.48377  7.58334  4.50824
O  -1.44429  1.33188  0.52609
H  -2.29414  0.27032  2.73216
O  -7.07588  3.74331  -5.05048
C  -2.62593  -2.51843  -0.04018
C  -0.37411  -1.32603  -1.66024
O  5.20304  -8.05686  3.23831
O  4.81056  -3.92000  1.64590
O  3.29648  -7.39608  -0.48150
O  3.60395  -2.38226  5.20146
N  2.78416  4.79933  -3.55860
H  5.44215  -3.83383  7.08952
H  -2.23274  1.72174  0.96734
C  2.13494  4.03819  -2.45693
C  1.25911  -8.45868  -0.71865
B  -1.29682  0.06599  1.07059
O  -1.42232  -0.08362  2.46790
H  -0.46376  7.75894  5.01739
H  5.93530  -6.27269  1.50731
H  -4.24002  -0.74875  0.38793
O  4.34976  -0.20802  -4.28668
H  0.59500  -8.72382  -1.53564
H  3.26890  -2.60847  3.25133
H  3.21332  -1.21175  2.14050
H  0.70729  0.00387  -2.98611
C  4.42635  -3.93974  6.71633
N  3.93495  -2.57958  6.36296
C  -4.41300  2.68458  -1.38140
H  2.43493  4.49322  -1.51645
H  -2.34717  -3.57472  -0.28353
H  3.76501  -4.33766  7.48223
O  -5.00165  4.60100  0.77720
C  -4.24345  -0.95872  -0.70975
H  -5.29492  -1.22284  -0.99310
O  2.49393  -7.60504  -2.47916
H  4.48809  -2.16533  -2.01937
C  -4.73033  2.83504  -2.91343
H  -3.81600  2.75423  -3.54165
H  -7.45459  4.36851  -7.53446
O  2.51933  5.98314  -3.63508
N  4.13813  -2.94739  1.38652
O  3.70628  -2.65759  0.27970
C  -1.39627  8.26046  5.26497
H  1.61303  -9.34857  -0.20341
H  -3.76246  5.44393  3.37462
P  -0.97953  -1.56072  0.07726
C  -6.45128  4.50195  -7.13709
O  -5.42517  2.74170  -6.03647
O  -3.38512  7.07617  5.15029
N  4.67336  -0.41046  -3.13544
H  6.63713  -7.52473  0.43974
C  -4.73885  5.13899  3.01334
O  -2.39413  7.58463  3.29545
H  -0.04161  -2.33706  0.82196
H  5.13886  -2.39289  -3.67141
C  3.81617  -2.03423  2.51662
C  0.38363  0.02402  -1.91240
H  4.87145  -7.49389  0.73033
H  -1.60844  8.18012  6.32664
H  -5.52775  2.11254  -3.20062
H  -1.18085  -1.45049  -2.42295
C  1.72889  1.33922  -0.12235
H  -6.30362  5.51597  -6.77317
O  3.52801  4.18792  -4.29921
O  -3.88398  3.22784  2.02508
H  -1.37870  9.30157  4.95152
C  -3.92627  0.38692  -1.45432
H  -5.15477  3.85658  -3.09098
C  5.85364  -7.29897  1.15702
O  -4.73342  1.37608  -0.87358
H  -5.27552  4.56380  3.76459
H  -0.27276  0.91573  -1.80882
C  1.73345  0.13718  -1.07968
H  1.14057  2.80556  1.51852
H  -2.82380  0.62955  -1.40580
N  -4.52680  4.25227  1.83816
N  2.44885  -7.76117  -1.27780
H  -5.04666  3.38959  -0.80158
H  6.17071  -1.66931  -2.40201
H  -4.13025  0.21700  -2.54934
C  1.50087  2.23302  0.65411
O  4.63624  0.40800  -2.23093
C  5.15675  -1.77067  -2.78172
O  6.93235  -8.98271  2.32444
H  0.77127  -7.77322  -0.02979
H  -3.34418  2.96190  -1.19489
H  2.00689  -0.81267  -0.56032
H  0.36423  -2.14901  -1.86456
H  1.06275  4.13084  -2.61685
H  -5.70361  4.24596  -7.88149
O  -3.36201  -2.01049  -1.11992
N  6.01294  -8.18939  2.33761
H  2.56731  0.34855  -1.79705
H  -3.12424  -2.41223  0.94958
H  4.40478  -4.56145  5.82614
H  -5.31902  6.00073  2.69979
H  4.75594  -1.66949  2.92176

Calculated values
charge	+1

***

Here is a molecular structure, C49H38F3N5OP2S3Ti at a distorted geometry from the Open Molecules 2025 dataset. Energies are from wB97M-V/def2-TZVPD.

Atoms and positions in Å:
C  4.71893  3.41830  -0.40231
C  -5.05740  -2.01712  -1.54583
H  3.81392  1.50893  -0.71995
N  1.59051  4.11421  2.41316
H  4.33250  -2.39704  2.02929
C  -0.19050  -2.94452  -4.92444
C  -2.94108  -2.37449  -0.43392
H  -2.79470  4.44715  -4.67226
C  -3.67149  -2.02549  -1.57178
N  1.07888  -1.59446  1.70286
C  2.87461  -0.12258  1.57843
H  -6.81905  -2.34683  -0.36474
H  -1.68890  0.87258  -1.87760
Ti  0.27336  0.04452  0.75637
H  -1.63335  2.40508  -5.46478
S  -1.36491  -0.10375  2.62951
H  5.68942  2.99623  -0.17495
C  -2.26684  0.90448  -0.96445
H  -5.54133  -2.83926  1.69666
C  -3.55130  1.38662  -0.95614
H  3.89135  0.18310  1.79158
C  1.30974  -3.74603  2.71477
C  0.55173  -2.69931  2.24226
C  2.16487  1.12139  -2.74501
H  1.67557  -6.50889  -0.46316
F  -4.38376  -0.44376  3.22578
C  -0.83778  3.84017  -1.97344
H  0.04560  1.31811  -4.05675
H  -1.78381  -4.38084  -4.95058
C  -1.21470  -3.68471  -4.34866
C  -1.40472  2.82152  -4.49206
C  -1.59208  -4.95741  0.86529
H  -1.88084  -6.80940  1.89632
C  4.53342  4.79477  -0.40567
C  2.42917  -1.46883  1.72195
O  2.21820  -2.23081  -0.98024
H  2.67544  2.96405  -3.72491
C  -0.12478  2.73632  -2.44076
C  3.66052  2.58206  -0.70142
H  -3.16477  -1.76013  -2.48825
C  2.41864  -0.24173  -2.70434
C  3.26090  -2.52504  2.09694
N  2.27278  2.00748  1.92961
H  -5.29529  1.67968  0.27760
H  1.07010  -4.23696  -1.09644
H  0.83854  4.75352  2.59333
C  -4.42187  0.78591  2.67404
H  4.77342  -0.51388  -5.09298
C  4.04016  -0.06157  -4.43881
C  -1.50646  -3.53838  -3.00497
C  0.31682  -1.98404  -2.79096
H  3.14366  6.39185  -0.72144
C  -2.06196  3.95817  -4.04387
H  -2.31264  5.32598  -2.41289
C  -0.44706  2.21257  -3.69690
C  -5.73692  -2.33648  -0.38052
F  -3.93507  1.64626  3.58014
H  3.58335  -1.90132  -3.41056
H  3.31388  -4.50386  2.90956
C  2.69446  -3.67860  2.58502
F  -5.72155  1.09077  2.48921
S  1.38770  -1.15914  -1.57103
C  -0.76571  -2.65528  -2.22113
C  -3.63692  -2.61630  0.75305
C  -3.66673  0.84883  1.37404
H  -2.52478  -4.55248  1.23112
P  -1.10025  -2.43950  -0.42580
C  2.22017  4.47958  -0.99724
C  -1.23254  -6.24499  1.23805
H  -5.60372  -1.76263  -2.44534
C  -2.32888  0.41623  1.31536
H  0.02210  -3.03606  -5.98129
C  0.75958  -6.07798  -0.07951
H  1.39349  -1.54666  -4.60336
H  -3.09423  -2.77874  1.67634
C  -0.05356  -6.80683  0.77623
H  5.36266  5.45467  -0.18618
C  3.76248  1.30123  -4.53301
C  -5.02347  -2.62253  0.77198
H  -2.31565  -4.10174  -2.55959
H  0.22775  -7.80932  1.07159
C  1.31382  2.90350  1.90286
C  2.85020  1.89608  -3.68153
H  1.26081  4.91399  -1.23717
C  3.37315  -0.84372  -3.51497
C  -1.78439  4.45557  -2.78031
S  -0.23522  2.60744  1.21303
H  4.28831  1.90607  -5.26028
N  -1.65913  0.44972  0.13796
H  -0.67514  4.20035  -0.96801
H  -0.52341  -2.72063  2.33169
P  1.10840  1.85131  -1.40806
C  2.39729  3.10313  -0.99685
N  1.92363  0.78428  1.50913
H  2.45057  4.22814  2.92619
C  3.28835  5.31918  -0.70525
C  0.40706  -4.79112  -0.45177
C  -0.77085  -4.20961  0.02400
H  -3.99307  1.77405  -1.86272
C  0.58374  -2.09805  -4.15057
C  -4.26910  1.34108  0.23665
H  0.82831  -4.60342  3.16069

Calculated values
expectation value of S²	0.784
2S+1	2
energy relative to the best compared isomer or geometry (same formula, charge and spin)	0.992	eV
charge	+1

***

Here is a molecular structure, C31H43BrN2O5SScSi3 from the Open Molecules 2025 dataset. Energies are from wB97M-V/def2-TZVPD.

Atoms and positions in Å:
C  -1.99722  -1.96568  0.33834
C  -2.26806  -0.42555  -3.62337
C  1.23518  -2.40487  -2.29333
C  0.17494  3.36089  -2.03240
H  -3.66818  -3.38902  -2.25021
C  4.38517  -5.29583  -0.84018
H  4.42502  -2.08052  0.32548
H  -2.42817  3.72924  0.54993
C  -0.93688  -2.87419  0.42610
H  -3.46507  -5.65069  -2.30627
H  -3.16012  2.14233  -3.03871
C  -1.62839  -5.17991  -2.46592
C  -0.84218  -3.93557  -0.45446
H  -0.26189  2.63210  -2.71235
C  -1.58030  0.02554  -2.52684
C  2.58943  3.61253  0.34261
C  -0.61083  -2.15273  -3.92628
H  -4.05565  1.00428  -1.98321
H  -0.48015  4.60055  4.33438
C  0.11246  2.37655  1.91721
H  3.41249  1.58453  4.13866
H  -0.87261  5.49811  0.74489
H  2.49301  0.51031  0.66857
C  3.30896  -5.26608  -1.70508
H  -3.04684  2.10010  0.98638
H  -3.36989  2.50204  -1.30746
Sc  -0.74796  1.12719  0.23882
H  1.34668  -0.70911  1.28658
O  -1.99734  1.05861  -1.70306
C  0.21016  5.37567  0.72174
C  4.78529  -4.16086  -0.11843
C  -1.31927  4.61294  3.63357
H  0.62919  5.91562  1.57287
H  -0.18471  -2.73490  1.19279
C  -1.76298  -1.52601  -4.32457
H  -3.19495  0.02714  -3.94380
C  -2.18905  1.80701  4.04675
C  -0.36874  -0.55975  -2.10261
C  2.81181  2.26173  3.52552
Si  1.36331  1.31472  2.80179
H  -0.24501  -3.00891  -4.47711
H  2.02538  -1.00950  -1.01343
H  3.47267  2.70304  2.78011
H  2.76344  4.13026  -0.60422
Br  -2.72777  -2.17563  -5.80920
Si  0.76396  3.59722  0.72450
H  3.12523  4.17628  1.10857
C  -3.23002  1.71353  -2.03941
H  -3.67279  3.50929  1.77416
H  2.45795  3.06382  4.17847
S  -2.10790  -0.58310  1.44045
H  3.00047  -6.13809  -2.26486
H  -0.01048  -4.62699  -0.38659
H  -2.22731  4.78192  4.21808
H  0.58718  5.86033  -0.18339
C  -2.99181  -2.19336  -0.61252
C  -2.90739  -3.26472  -1.48693
O  -0.00504  2.90819  -0.69102
H  0.39058  0.88161  5.05678
C  -1.81877  -4.12883  -1.43073
O  -2.70487  -5.85681  -2.86587
H  -0.19275  -0.31421  3.89051
H  -0.31551  4.32519  -2.17003
O  0.25474  -0.06263  -1.05064
H  4.93724  -6.21722  -0.71672
H  -1.64283  1.85497  4.98939
H  1.45391  -0.41263  4.52386
H  -3.83323  -1.51407  -0.66724
N  2.13482  -1.92626  -1.43125
N  1.53125  -3.67783  -2.56837
H  -3.20652  2.15554  4.24683
H  1.23658  3.45964  -2.25808
C  0.08553  -1.67961  -2.80354
H  3.04109  2.62276  0.27828
H  2.89819  -0.47788  2.07705
H  -2.25030  0.76343  3.74353
H  5.63727  -4.23343  0.54335
C  4.11987  -2.95593  -0.23078
C  0.67187  0.27695  4.19375
C  2.64124  -4.05339  -1.81799
H  0.83724  -4.33854  -2.94364
Si  -1.44992  2.95526  2.76954
C  2.08322  0.05017  1.57300
H  -1.18818  5.46580  2.97097
O  -0.55442  -5.42903  -2.97221
C  3.03359  -2.93089  -1.09547
C  -2.74741  3.08583  1.37558

Calculated values
energy relative to the best compared isomer or geometry (same formula, charge and spin)	0.000	eV
charge	+1

***

Number 1: DFT total energy -266312.592 eV. Number 2: DFT total energy -88869.339 eV. Number 3: DFT total energy -143276.226 eV. Number 4: DFT total energy -171277.996 eV.